one) Density functional theory data (ωB97M-V/def2-TZVPD) for a cluster of 2 separate species, C4H7NO in total.

Computed properties:
E_LUMO	0.71	eV
structure (SMILES)	c1cc[nH]c1.O

Each line ends with the natural charge from an NBO analysis.
Cartesian coordinates (Å):
O: 2.01 5.26 0.38  -0.944
H: 2.97 5.31 0.61  0.473
H: 1.57 5.81 1.06  0.472
C: -0.74 -0.89 0.72  -0.311
C: -1.85 -0.22 1.35  -0.306
C: 0.00 0.00 0.00  -0.082
C: -1.58 1.10 1.09  -0.086
N: -0.57 1.18 0.19  -0.496
H: -0.63 -1.97 0.80  0.215
H: -2.68 -0.67 1.89  0.226
H: 0.85 -0.09 -0.67  0.214
H: -2.15 1.94 1.49  0.210
H: -0.20 2.03 -0.23  0.416

***

two) Density functional theory data (ωB97M-V/def2-TZVPD) for a structure of composition C4H7NO.

Computed properties:
E_LUMO	0.94	eV

Each line ends with the natural charge from an NBO analysis.
Cartesian coordinates (Å):
C: 1.79 0.42 -0.15  -0.666
C: 0.32 0.32 -0.26  0.267
C: -0.93 1.01 -0.42  -0.313
N: -0.53 -0.33 -0.99  -0.366
C: -1.67 -1.72 0.11  0.528
O: -2.22 -2.55 -0.43  -0.511
H: 2.29 -0.53 -0.26  0.237
H: 2.07 0.84 0.80  0.232
H: 2.16 1.08 -0.91  0.243
H: 0.02 -0.43 1.67  -0.054
H: -1.64 1.01 0.41  0.184
H: -1.08 1.81 -1.15  0.186
H: -0.59 -0.95 1.58  0.033

***

three) Density functional theory data (ωB97M-V/def2-TZVPD) for an isolated molecule of C4H7NO.

Computed properties:
E_LUMO	0.80	eV
structure (SMILES)	N#CCCCO

Each line ends with the natural charge from an NBO analysis.
Cartesian coordinates (Å):
O: 1.43 0.67 0.86  -0.719
C: 1.27 0.15 -0.45  -0.070
C: 0.02 -0.76 -0.62  -0.412
C: -1.04 -0.53 0.47  -0.516
C: -1.50 0.86 0.52  0.286
N: -1.81 1.98 0.54  -0.344
H: 0.91 1.48 0.92  0.479
H: 2.17 -0.44 -0.65  0.185
H: 1.21 0.95 -1.19  0.170
H: 0.30 -1.81 -0.57  0.212
H: -0.45 -0.60 -1.60  0.214
H: -0.61 -0.77 1.45  0.262
H: -1.90 -1.18 0.31  0.252

***

three) wins, 0.0032 hartree ahead of the next structure.

***

one) Density functional theory data (ωB97M-V/def2-TZVPD) for a cluster of 2 separate species, C4H7NO in total.

Computed properties:
E_LUMO	-0.86	eV

Each line ends with the natural charge from an NBO analysis.
Cartesian coordinates (Å):
C: 2.48 -0.29 0.53  -0.712
C: 1.03 -0.07 0.23  0.373
O: 0.38 0.95 0.53  -0.562
C: 0.07 -0.99 -0.25  -0.023
C: -2.70 0.20 -0.19  -0.043
N: -2.19 0.87 -1.14  -0.614
H: 2.96 -0.93 -0.22  0.233
H: 2.54 -0.79 1.51  0.254
H: 2.97 0.68 0.60  0.248
H: -0.21 -0.88 -1.30  0.179
H: -2.38 0.27 0.86  0.160
H: -3.51 -0.50 -0.40  0.159
H: -1.44 1.46 -0.76  0.350

***

two) Density functional theory data (ωB97M-V/def2-TZVPD) for an isolated molecule of C4H7NO.

Computed properties:
E_LUMO	1.04	eV
structure (SMILES)	CC(=O)[C@H]1CN1

Each line ends with the natural charge from an NBO analysis.
Cartesian coordinates (Å):
C: 1.97 -0.36 0.29  -0.718
C: 0.64 0.37 0.18  0.577
O: 0.53 1.53 0.52  -0.561
C: -0.55 -0.39 -0.34  -0.216
C: -1.87 0.04 0.21  -0.226
N: -1.53 0.31 -1.17  -0.551
H: 2.66 0.12 -0.41  0.247
H: 1.90 -1.42 0.06  0.218
H: 2.38 -0.22 1.30  0.244
H: -0.38 -1.43 -0.63  0.208
H: -1.85 0.87 0.90  0.214
H: -2.64 -0.71 0.38  0.200
H: -1.26 1.28 -1.27  0.364

***

two) wins, 0.1369 hartree ahead of the next structure.

***

one) Density functional theory data (ωB97M-V/def2-TZVPD) for a cluster of 4 separate species, C4H7NO in total.

Computed properties:
E_LUMO	-0.33	eV

Each line ends with the natural charge from an NBO analysis.
Cartesian coordinates (Å):
C: 0.94 -1.48 0.69  -0.630
C: 0.66 -0.84 -0.57  0.510
C: -0.95 1.01 0.49  -0.207
C: -0.77 1.53 -0.97  -0.205
H: 1.84 -0.52 1.72  0.248
H: -0.54 -1.70 1.30  0.234
H: 1.91 -2.79 0.07  0.281
H: -1.85 0.39 0.75  0.194
H: -0.61 1.59 1.42  0.202
H: -1.46 1.39 -1.82  0.214
H: -0.16 2.38 -1.07  0.199
N: -0.11 0.34 -0.40  -0.462
O: 1.09 -1.31 -1.62  -0.576

***

two) Density functional theory data (ωB97M-V/def2-TZVPD) for an isolated molecule of C4H7NO.

Computed properties:
E_LUMO	0.85	eV

Each line ends with the natural charge from an NBO analysis.
Cartesian coordinates (Å):
C: 1.28 0.95 -0.34  -0.654
C: 0.10 0.23 -0.94  -0.154
C: 0.10 -1.27 -0.97  -0.238
N: -0.69 -0.50 -0.04  -0.310
C: -1.41 -0.54 1.00  0.364
O: -1.73 0.57 1.69  -0.658
H: 0.98 1.88 0.17  0.203
H: 1.97 1.25 -1.14  0.224
H: 1.85 0.34 0.39  0.175
H: -1.39 1.33 1.21  0.493
H: -0.45 -1.80 -1.75  0.197
H: 0.87 -1.86 -0.47  0.175
H: -1.87 -1.46 1.37  0.182

***

two) wins, 0.1890 hartree ahead of the next structure.

***

one) Density functional theory data (ωB97M-V/def2-TZVPD) for an isolated molecule of C4H7NO.

Computed properties:
E_LUMO	0.94	eV
structure (SMILES)	C/C(N)=C/C=O

Each line ends with the natural charge from an NBO analysis.
Cartesian coordinates (Å):
C: -1.77 -0.19 0.21  -0.656
C: -0.31 0.16 -0.10  0.313
C: 0.57 -0.88 -0.09  -0.512
C: 1.99 -0.56 0.00  0.390
H: -2.04 0.13 1.21  0.233
H: -2.52 0.26 -0.48  0.216
H: -2.01 -1.28 0.08  0.232
H: -0.52 2.22 -0.21  0.392
H: 1.16 1.51 -0.08  0.448
H: 0.22 -1.92 -0.32  0.221
H: 2.72 -1.42 -0.31  0.116
N: 0.14 1.39 -0.18  -0.760
O: 2.38 0.57 0.28  -0.635

***

two) Density functional theory data (ωB97M-V/def2-TZVPD) for an isolated molecule of C4H7NO.

Computed properties:
E_LUMO	0.86	eV
structure (SMILES)	CC(=O)[C@H]1CN1

Each line ends with the natural charge from an NBO analysis.
Cartesian coordinates (Å):
C: -0.70 -1.79 -0.39  -0.714
C: -0.14 -0.67 0.45  0.556
O: -0.12 -0.73 1.67  -0.553
C: 0.54 0.49 -0.26  -0.190
C: 0.14 1.98 0.07  -0.277
N: 1.28 1.33 0.62  -0.547
H: 0.12 -2.28 -0.93  0.239
H: -1.40 -1.40 -1.14  0.230
H: -1.20 -2.53 0.24  0.241
H: 0.79 0.35 -1.30  0.210
H: -0.86 1.56 0.09  0.218
H: 0.41 2.70 -0.70  0.200
H: 1.14 0.98 1.57  0.387

***

one) wins, 0.0592 hartree ahead of the next structure.

***

one) Density functional theory data (ωB97M-V/def2-TZVPD) for an isolated molecule of C4H7NO.

Computed properties:
E_LUMO (alpha / beta)	0.45 / 0.72	eV

Each line ends with the natural charge from an NBO analysis.
Cartesian coordinates (Å):
C: -0.74 -1.99 -0.37  -0.083
C: -0.65 -0.66 0.26  -0.219
C: 0.46 0.09 -0.17  -0.093
C: 0.37 1.60 -0.05  -0.666
N: -1.48 -0.25 -1.00  -0.043
O: -1.26 -1.47 -1.55  -0.354
H: 0.16 -2.50 -0.80  0.202
H: -1.57 -2.58 0.08  0.195
H: -1.13 -0.39 1.19  0.207
H: 1.33 -0.20 -0.68  0.198
H: 1.20 2.26 0.33  0.223
H: -0.40 1.70 0.64  0.201
H: 0.04 2.00 -1.07  0.235

***

two) Density functional theory data (ωB97M-V/def2-TZVPD) for an isolated molecule of C4H7NO.

Computed properties:
E_LUMO	0.94	eV
structure (SMILES)	[H]/N=C1/CCCO1

Each line ends with the natural charge from an NBO analysis.
Cartesian coordinates (Å):
N: -0.39 -1.75 -1.66  -0.689
C: -0.11 -0.83 -0.84  0.564
C: -1.05 -0.25 0.19  -0.495
C: -0.29 0.96 0.74  -0.431
C: 1.16 0.59 0.42  -0.068
O: 1.10 -0.21 -0.76  -0.505
H: 0.44 -1.97 -2.21  0.346
H: -2.02 0.00 -0.27  0.243
H: -1.24 -1.00 0.96  0.233
H: -0.45 1.13 1.80  0.220
H: -0.57 1.87 0.20  0.211
H: 1.61 0.00 1.22  0.173
H: 1.81 1.45 0.21  0.196

***

two) wins, 0.2230 hartree ahead of the next structure.

***

one) Density functional theory data (ωB97M-V/def2-TZVPD) for an isolated molecule of C5H10N2O.

Computed properties:
E_LUMO	1.01	eV
structure (SMILES)	C=C[C@H]1NON[C@@H]1C

Each line ends with the natural charge from an NBO analysis.
Cartesian coordinates (Å):
C: 0.18 2.86 -0.09  -0.362
C: 0.55 1.60 0.19  -0.175
C: -0.35 0.47 -0.02  -0.137
C: 0.38 -0.89 0.31  -0.109
C: -0.47 -1.73 1.13  -0.631
N: -0.66 0.29 -1.43  -0.303
N: 0.60 -1.53 -1.00  -0.370
O: 0.32 -0.46 -2.05  -0.254
H: 0.68 3.69 0.27  0.208
H: -0.81 2.78 -0.47  0.197
H: 1.59 1.28 0.39  0.190
H: -1.27 0.53 0.43  0.213
H: 1.42 -0.70 0.72  0.188
H: -1.48 -2.13 0.75  0.227
H: -0.73 -1.36 2.16  0.216
H: 0.01 -2.74 1.29  0.219
H: -1.52 -0.24 -1.62  0.340
H: 1.56 -1.73 -0.95  0.344

***

two) Density functional theory data (ωB97M-V/def2-TZVPD) for a cluster of 3 separate species, C5H10N2O in total.

Computed properties:
E_LUMO (alpha / beta)	-0.14 / 0.22	eV

Each line ends with the natural charge from an NBO analysis.
Cartesian coordinates (Å):
C: -2.22 -0.93 1.73  -0.501
C: 2.19 2.20 -1.14  0.000
N: 1.49 1.15 -1.18  -0.448
H: -2.32 -1.15 2.79  0.166
H: -2.93 -1.39 1.07  0.180
H: -1.32 -0.44 1.41  0.203
H: 2.36 2.76 -2.06  0.176
H: 2.65 2.58 -0.22  0.161
C: 1.67 -1.00 -0.03  -0.727
C: 1.19 0.43 -0.01  0.682
C: -2.13 -0.26 -0.82  -0.218
N: -1.57 -1.34 -0.78  -0.259
O: 0.50 0.90 0.86  -0.578
H: 1.73 -1.37 1.00  0.237
H: 0.92 -1.59 -0.57  0.274
H: 2.62 -1.10 -0.54  0.226
H: -2.55 0.19 0.18  0.209
H: -2.28 0.38 -1.69  0.215

***

three) Density functional theory data (ωB97M-V/def2-TZVPD) for an isolated molecule of C5H10N2O.

Computed properties:
E_LUMO	0.94	eV
structure (SMILES)	[H]/N=C(\C)C1(NO)CC1

Each line ends with the natural charge from an NBO analysis.
Cartesian coordinates (Å):
C: -0.94 0.67 -1.28  -0.403
C: 1.91 -0.34 -0.26  -0.692
N: -0.68 1.09 1.11  -0.344
C: 0.57 -0.90 0.14  0.328
C: -0.61 0.02 0.01  -0.035
C: -1.89 -0.49 -0.48  -0.398
O: 0.53 1.59 1.71  -0.589
N: 0.34 -2.07 0.56  -0.610
H: 0.62 2.49 1.37  0.469
H: -1.24 0.73 1.88  0.343
H: 1.18 -2.66 0.61  0.335
H: -1.49 1.59 -1.32  0.230
H: -0.31 0.47 -2.13  0.208
H: 1.85 0.34 -1.10  0.223
H: 2.34 0.20 0.57  0.252
H: 2.60 -1.14 -0.52  0.216
H: -2.81 -0.03 -0.17  0.224
H: -1.95 -1.55 -0.69  0.242

***

three) wins, 0.0584 hartree ahead of the next structure.